Entry 1:
Entry from the Open Molecules 2025 dataset: a structure of composition C28H28ClN2O7SeTa at a distorted geometry (ωB97M-V/def2-TZVPD).

```
68
Properties=species:S:1:pos:R:3:forces:R:3:nbo_charge:R:1
Ta -0.7674 -0.9605 0.0210 0.87 -0.40 -0.64 2.54
C 1.2735 2.1394 1.0493 0.05 -0.05 0.01 -0.26
O 0.0698 1.7280 0.4133 0.02 0.01 0.09 -0.51
C -1.0498 2.4822 0.6299 -0.17 0.01 -0.06 0.38
C -1.1069 3.6669 1.3428 0.13 -0.07 0.03 -0.30
C -2.3281 4.3200 1.4710 -0.04 0.02 0.01 -0.18
C -3.4784 3.8093 0.8932 -0.02 0.03 0.01 -0.23
C -3.4223 2.6267 0.1690 0.07 -0.06 -0.02 -0.18
C -2.2140 1.9692 0.0487 0.04 0.20 0.07 0.03
N -2.0123 0.7708 -0.6761 -0.15 -0.27 -0.06 -0.32
N -2.5981 0.7010 -1.7954 -0.02 0.24 0.00 -0.08
C -2.1078 -0.1594 -2.7351 0.22 -0.05 -0.01 0.02
C -0.7160 -0.4161 -2.7621 -0.18 -0.04 0.01 0.39
O 0.0363 -0.2507 -1.7045 -0.04 0.06 -0.07 -0.71
C -0.1058 -0.8035 -3.9863 -0.09 -0.07 -0.11 -0.27
C -0.8718 -1.0627 -5.0748 0.11 0.01 0.09 -0.12
C -2.2914 -0.9127 -5.0581 -0.14 0.04 0.07 -0.01
C -3.0730 -1.2135 -6.1881 -0.02 0.00 0.00 -0.18
C -4.4330 -1.0384 -6.1608 0.03 -0.02 -0.06 -0.22
C -5.0508 -0.5556 -4.9999 -0.01 0.03 0.06 -0.18
C -4.3099 -0.2610 -3.8811 -0.02 0.00 0.00 -0.18
C -2.9181 -0.4327 -3.8915 0.01 -0.05 -0.14 -0.06
H 1.6135 3.0961 0.6502 -0.04 0.02 -0.01 0.19
H 2.0070 1.3701 0.8230 -0.02 -0.01 0.01 0.21
H 1.1374 2.2171 2.1301 0.00 -0.03 0.00 0.19
H -0.2214 4.0802 1.8039 0.00 0.01 -0.02 0.23
H -2.3728 5.2413 2.0364 0.00 0.00 0.00 0.22
H -4.4204 4.3278 1.0063 0.00 0.00 0.00 0.22
H -4.3012 2.2027 -0.2971 0.00 0.00 -0.01 0.24
H 0.9669 -0.9368 -3.9878 0.01 0.00 0.00 0.23
H -0.4081 -1.4085 -5.9913 0.02 0.01 0.00 0.22
H -2.5836 -1.5894 -7.0784 0.00 0.00 0.00 0.21
H -5.0312 -1.2772 -7.0301 0.01 0.00 0.00 0.22
H -6.1252 -0.4265 -4.9803 0.00 0.00 0.00 0.22
H -4.7929 0.0842 -2.9773 0.00 0.00 0.00 0.22
O -3.2846 -3.3994 -1.9404 -0.43 -0.04 -0.52 -0.96
Se -2.2824 -3.3695 -0.7221 0.41 0.97 0.42 2.78
O -2.1703 -4.5829 0.2794 -0.04 -0.65 0.35 -0.97
O -0.7613 -2.7513 -1.1309 0.45 0.01 0.03 -1.05
O -2.4948 -1.8948 0.2024 -0.58 0.01 0.15 -1.06
Cl -2.7969 -4.2863 6.2393 -0.01 -0.04 0.04 -0.01
C -2.3296 -3.1202 5.0379 0.03 0.03 -0.03 -0.05
C -1.0439 -2.6104 5.0422 -0.02 -0.01 0.01 -0.23
C -0.6868 -1.6776 4.0805 -0.02 0.02 -0.03 -0.21
C -1.5851 -1.2453 3.1051 0.00 -0.08 0.01 -0.03
C -1.1783 -0.2303 2.0828 -0.07 -0.01 0.15 -0.90
C -2.8767 -1.7744 3.1370 0.00 -0.04 0.04 -0.13
C -3.2520 -2.7043 4.0920 0.01 0.02 -0.01 -0.24
H -0.3354 -2.9348 5.7922 0.00 0.00 0.00 0.22
H 0.3159 -1.2659 4.0959 0.00 0.00 0.01 0.20
H -0.2359 0.2174 2.4070 0.00 0.10 0.01 0.22
H -1.9236 0.5659 2.0534 -0.07 -0.03 0.02 0.23
H -3.5982 -1.4642 2.3932 0.00 0.01 0.01 0.22
H -4.2541 -3.1101 4.1028 0.00 0.00 0.00 0.23
C 2.6529 -2.8727 -0.2189 0.00 -0.03 0.06 -0.62
C 1.8826 -2.4613 1.0301 0.16 -0.02 -0.12 0.27
C 1.1478 -3.6469 1.6336 0.04 -0.03 0.01 -0.64
C 2.7832 -1.7660 2.0413 0.00 -0.10 -0.01 -0.61
O 0.9180 -1.4861 0.6027 -0.40 0.28 0.22 -0.80
H 3.3679 -3.6620 0.0195 -0.01 0.02 0.02 0.21
H 3.1980 -2.0224 -0.6303 -0.02 0.01 -0.03 0.21
H 1.9543 -3.2473 -0.9669 0.01 0.00 -0.02 0.23
H 0.5262 -3.3347 2.4727 -0.01 0.00 0.00 0.23
H 0.5139 -4.1256 0.8871 -0.02 0.00 0.01 0.24
H 1.8686 -4.3824 1.9953 0.00 0.01 -0.01 0.22
H 3.5648 -2.4449 2.3860 -0.01 -0.01 -0.02 0.22
H 2.2048 -1.4442 2.9074 0.01 0.02 -0.01 0.21
H 3.2587 -0.8976 1.5838 0.01 0.02 0.02 0.21
```
Forces are in eV/Å.

Its spin multiplicity is 1. The HOMO-LUMO gap is 6.9 eV.


Entry 2:
Entry from the Open Molecules 2025 dataset: an isolated molecule of C28H28F2N4O2 (ωB97M-V/def2-TZVPD).

```
64
Properties=species:S:1:pos:R:3:forces:R:3:nbo_charge:R:1
O 2.6706 -1.2711 1.0333 -0.06 -0.01 0.27 -0.61
C 2.1482 -1.5194 -0.0361 -0.04 0.17 -0.04 0.68
N 2.8658 -1.8101 -1.1514 0.20 0.13 -0.15 -0.43
C 2.2961 -2.3369 -2.3680 -0.18 -0.19 -0.18 -0.24
H 1.2902 -1.9476 -2.5185 0.14 -0.03 -0.09 0.24
C 2.2713 -3.8872 -2.2918 -0.04 0.04 -0.21 -0.22
N 3.2297 -4.3532 -1.3103 0.21 -0.01 -0.30 -0.45
C 2.7785 -4.8486 -0.0926 -0.06 -0.27 0.30 0.24
C 1.6853 -5.7247 -0.0720 0.07 0.09 0.02 -0.27
C 1.2202 -6.2644 1.1098 0.01 0.05 0.27 -0.27
C 1.8597 -5.9446 2.2931 0.08 0.07 -0.05 0.35
C 2.9578 -5.1074 2.3071 -0.29 -0.27 0.17 -0.24
C 3.4123 -4.5646 1.1207 -0.05 0.03 -0.25 -0.28
H 4.2566 -3.8980 1.1621 0.08 0.13 -0.04 0.22
H 3.4428 -4.8722 3.2410 0.03 0.02 0.11 0.23
F 1.4047 -6.4698 3.4549 0.04 0.03 -0.07 -0.33
H 0.3755 -6.9352 1.1182 -0.08 -0.08 0.02 0.23
H 1.2008 -6.0061 -0.9940 -0.01 -0.03 -0.09 0.22
C 4.4699 -3.6173 -1.3952 -0.03 -0.02 -0.02 -0.23
H 4.8087 -3.6937 -2.4338 0.06 -0.01 0.08 0.20
C 4.2724 -2.1284 -1.0161 0.19 0.09 0.23 -0.25
H 4.5462 -1.9260 0.0206 0.02 -0.02 -0.17 0.24
H 4.8622 -1.4793 -1.6714 0.01 -0.04 0.05 0.20
H 5.2214 -4.0900 -0.7639 0.04 0.04 -0.07 0.22
H 2.5148 -4.3120 -3.2728 -0.13 0.03 0.01 0.20
H 1.2726 -4.2150 -2.0090 0.06 0.01 -0.04 0.22
H 2.9261 -2.0007 -3.1972 -0.09 0.01 0.02 0.20
C 0.6609 -1.4889 -0.2091 -0.20 0.06 0.19 -0.14
C 0.0378 -0.4196 -0.8375 -0.10 -0.11 0.06 -0.15
C -1.3474 -0.3883 -0.9458 0.10 -0.29 -0.09 -0.13
C -2.1027 -1.4394 -0.4405 0.01 0.14 -0.05 -0.18
C -1.4800 -2.4937 0.2047 -0.02 -0.01 0.01 -0.20
C -0.1018 -2.5183 0.3296 0.11 0.06 -0.04 -0.19
H 0.3894 -3.3345 0.8382 0.06 -0.10 0.07 0.23
H -2.0698 -3.3008 0.6121 -0.06 -0.07 0.04 0.22
H -3.1763 -1.4208 -0.5528 -0.11 -0.01 -0.03 0.22
C -2.0221 0.7159 -1.6993 0.09 -0.02 -0.02 0.67
O -2.6048 0.4984 -2.7467 -0.16 -0.21 -0.12 -0.62
N -1.9053 1.9582 -1.1749 0.04 0.22 -0.01 -0.44
C -1.4302 2.2722 0.1528 -0.09 0.04 0.53 -0.24
H -0.6371 3.0248 0.0720 0.00 -0.08 0.05 0.20
C -2.6010 2.8357 0.9785 0.33 -0.06 0.01 -0.22
N -3.2105 3.9799 0.3414 -0.35 -0.36 0.14 -0.43
C -2.7405 5.2647 0.5816 0.11 0.39 0.16 0.16
C -3.4700 6.3662 0.1137 0.09 -0.10 -0.02 -0.23
C -3.0691 7.6594 0.3743 0.25 0.14 0.10 -0.26
C -1.9281 7.8736 1.1257 0.03 -0.15 0.03 0.35
C -1.1936 6.8152 1.6210 -0.11 0.43 -0.05 -0.25
C -1.5969 5.5219 1.3460 -0.14 -0.19 -0.13 -0.27
H -0.9974 4.7151 1.7354 0.04 -0.10 0.00 0.21
H -0.3088 7.0031 2.2086 0.08 0.04 0.06 0.23
F -1.5289 9.1407 1.3831 -0.03 -0.06 -0.01 -0.33
H -3.6378 8.5002 0.0098 -0.05 0.10 -0.02 0.23
H -4.3799 6.2130 -0.4443 -0.09 -0.03 -0.03 0.21
C -3.6930 3.6196 -0.9767 0.22 -0.04 -0.33 -0.21
H -4.4566 2.8429 -0.8643 0.00 0.05 -0.07 0.20
C -2.5417 3.0781 -1.8369 -0.37 0.11 -0.31 -0.25
H -1.7982 3.8689 -1.9904 -0.05 -0.02 -0.01 0.20
H -2.9107 2.7274 -2.8020 0.08 0.11 0.09 0.25
H -4.1393 4.4770 -1.4744 -0.04 -0.06 0.03 0.21
H -3.3711 2.0592 1.0577 0.09 0.00 0.04 0.20
H -2.2783 3.0923 1.9865 -0.03 -0.03 0.00 0.22
H -1.0282 1.3805 0.6330 0.00 0.14 -0.03 0.23
H 0.6308 0.3867 -1.2462 0.07 0.10 -0.04 0.22
```
Forces are in eV/Å.

Its spin multiplicity is 1. The HOMO-LUMO gap is 8.4 eV.


Entry 3:
Entry from the Open Molecules 2025 dataset: an isolated molecule of C28H28FN3O6 (ωB97M-V/def2-TZVPD).

```
66
Properties=species:S:1:pos:R:3:forces:R:3:nbo_charge:R:1
C 0.0531 6.1532 0.3770 0.15 0.13 0.05 -0.25
H 0.8934 6.0992 -0.3223 -0.02 -0.01 0.03 0.18
O -0.9825 5.2727 0.0096 -0.20 -0.18 -0.07 -0.51
C -0.7236 3.9398 -0.0195 -0.05 -0.25 -0.03 0.39
C 0.5070 3.3598 0.2736 -0.03 0.34 0.02 -0.32
C 0.6601 1.9865 0.2069 -0.24 -0.22 -0.13 -0.19
C -0.4122 1.1833 -0.1437 0.06 0.33 0.02 0.15
C -1.6468 1.7517 -0.4324 0.17 -0.02 0.07 -0.13
C -1.7972 3.1193 -0.3752 0.09 0.19 0.03 -0.30
H -2.7460 3.5815 -0.5951 -0.13 0.06 -0.03 0.23
H -2.4834 1.1243 -0.6964 -0.08 -0.06 -0.01 0.21
N -0.2432 -0.2253 -0.2021 0.06 0.29 0.14 -0.51
C -0.5108 -1.0072 -1.2764 0.24 -0.31 -0.19 0.71
O -0.9787 -0.6645 -2.3380 -0.04 -0.02 -0.16 -0.61
C -0.1410 -2.4330 -0.8729 -0.11 -0.23 -0.26 -0.12
N 0.2580 -2.2731 0.4986 -0.15 -0.21 -0.05 -0.44
C 0.2352 -0.9796 0.8911 -0.21 0.01 0.15 0.83
O 0.5272 -0.5250 1.9666 0.06 0.15 0.25 -0.62
C 0.9167 -3.2967 1.2731 0.12 -0.10 0.08 -0.21
H 1.0082 -2.8883 2.2808 -0.05 -0.11 -0.06 0.24
H 0.2827 -4.1856 1.3141 0.01 0.06 0.10 0.21
C 2.3085 -3.6370 0.7014 -0.11 0.15 0.04 -0.44
C 2.9932 -2.3766 0.2437 0.15 -0.16 -0.21 -0.03
C 3.2729 -2.1517 -1.0899 -0.02 -0.14 0.20 -0.24
C 3.7801 -0.9295 -1.5142 0.08 0.31 -0.06 -0.28
C 3.9920 0.0949 -0.6107 0.03 0.16 0.09 0.24
C 3.7280 -0.1316 0.7604 0.06 0.11 -0.06 0.34
C 3.2551 -1.3651 1.1658 0.20 0.18 -0.01 -0.31
H 3.0492 -1.5454 2.2075 -0.07 0.06 0.15 0.23
O 3.9438 0.9263 1.5855 0.07 -0.06 -0.48 -0.50
C 3.5037 0.8227 2.9220 -0.15 -0.04 0.30 -0.26
H 2.4450 0.5507 2.9709 0.08 0.01 0.00 0.21
H 4.0990 0.0952 3.4834 -0.01 0.02 -0.02 0.17
H 3.6491 1.8116 3.3535 0.00 -0.08 0.02 0.20
O 4.4321 1.3460 -0.9249 -0.11 -0.26 0.42 -0.49
C 4.6814 1.6434 -2.2750 0.03 0.04 -0.26 -0.25
H 3.7775 1.5369 -2.8847 0.04 -0.01 0.02 0.18
H 5.4752 1.0121 -2.6884 -0.04 0.01 0.01 0.17
H 5.0056 2.6827 -2.2914 -0.02 -0.07 -0.05 0.20
H 3.9834 -0.7864 -2.5631 0.04 0.08 -0.09 0.22
H 3.1049 -2.9292 -1.8221 -0.05 -0.10 -0.05 0.21
H 2.8885 -4.1351 1.4801 -0.01 -0.12 -0.02 0.23
H 2.2103 -4.3271 -0.1385 0.06 -0.04 0.00 0.21
C -1.3278 -3.3935 -1.0654 0.03 0.19 0.22 -0.49
C -2.5227 -2.9050 -0.2497 0.30 -0.32 -0.52 0.68
O -2.7620 -3.3311 0.8568 -0.06 -0.09 0.36 -0.60
N -3.2350 -1.9448 -0.8975 -0.02 0.15 -0.39 -0.61
C -4.2877 -1.1605 -0.4138 -0.30 0.17 0.21 0.13
C -4.8515 -1.3416 0.8460 0.11 -0.10 0.00 -0.23
C -5.8817 -0.5204 1.2652 -0.18 0.32 -0.19 -0.25
C -6.3410 0.4747 0.4225 0.10 -0.10 0.00 0.37
C -5.7960 0.6725 -0.8338 -0.14 0.03 0.21 -0.27
C -4.7676 -0.1503 -1.2481 0.04 -0.17 0.14 -0.23
H -4.3273 -0.0094 -2.2252 0.05 0.02 -0.11 0.22
H -6.1742 1.4579 -1.4684 -0.05 0.08 -0.05 0.23
F -7.3482 1.2750 0.8326 0.04 -0.02 -0.02 -0.33
H -6.3282 -0.6471 2.2383 -0.06 0.00 0.10 0.23
H -4.4793 -2.1194 1.4908 0.01 -0.02 0.01 0.26
H -2.9064 -1.6676 -1.8150 0.09 -0.14 0.18 0.42
H -1.5687 -3.4375 -2.1277 0.05 -0.03 -0.02 0.23
H -1.0524 -4.3880 -0.7139 -0.07 0.04 -0.04 0.24
H 0.6995 -2.7722 -1.4931 -0.10 0.13 0.01 0.23
H 1.6177 1.5448 0.4286 0.14 -0.07 0.04 0.23
H 1.3584 3.9600 0.5506 0.06 0.09 0.02 0.22
H -0.3825 7.1504 0.3396 0.08 -0.05 0.02 0.20
H 0.4099 5.9519 1.3918 0.00 0.00 -0.04 0.18
```
Forces are in eV/Å.

Its spin multiplicity is 1. The HOMO-LUMO gap is 8.7 eV.


Sequential ΔE to the lowest compared entry with this formula, charge and spin output: 22.0; 4.3; 0.0 kcal per mole